<A>
17
Properties=species:S:1:pos:R:3:lowdin_charge:R:1 method="wB97M-V/def2-TZVPD" homo_energy_ha=-0.5432 charge=+1 homo_lumo_gap_ev=11.3 mol_weight_g_mol=104.13
N 0.84 1.55 0.33 0.189
C -0.17 1.48 -0.74 -0.129
C -1.03 0.17 -0.69 -0.131
C -0.20 -1.11 -0.49 -0.103
C 0.29 -1.51 0.86 -0.513
O 1.00 -0.82 1.56 0.070
O -0.09 -2.72 1.26 0.170
H 1.07 2.52 0.53 0.179
H 0.48 1.12 1.18 0.147
H 1.76 1.18 0.10 0.174
H 0.22 1.51 -1.76 0.136
H -0.83 2.35 -0.66 0.137
H -1.48 0.06 -1.67 0.121
H -1.86 0.08 0.03 0.133
H 0.73 -1.08 -1.11 0.149
H -0.77 -1.94 -0.92 0.135
H 0.03 -2.84 2.20 0.136

***

<B>
17
Properties=species:S:1:pos:R:3:lowdin_charge:R:1 method="wB97M-V/def2-TZVPD" homo_energy_ha=-0.5621 charge=+1 homo_lumo_gap_ev=11.4 mol_weight_g_mol=104.13
C 0.42 2.39 -0.37 -0.085
C 0.54 0.85 -0.47 -0.188
N -0.42 0.36 0.59 -0.031
C -0.43 -1.08 0.89 -0.075
C -0.33 -2.34 0.00 -0.384
O 0.28 -3.26 0.46 0.151
O -0.55 -2.16 -1.47 -0.020
H 1.51 2.83 -0.38 0.127
H -0.34 2.80 -1.15 0.121
H 0.00 2.74 0.55 0.050
H 1.61 0.33 -0.31 0.185
H 0.05 0.48 -1.46 0.151
H -0.24 0.82 1.57 0.226
H -1.42 0.65 0.24 0.235
H 0.52 -1.30 1.48 0.162
H -1.12 -1.13 1.80 0.171
H -0.09 -2.99 -1.99 0.204

***

Most favorable structure: <A>. The second most favorable one is 0.1012 hartree above it.

***

<A>
25
Properties=species:S:1:pos:R:3:lowdin_charge:R:1 method="wB97M-V/def2-TZVPD" homo_energy_ha="-0.4504 / -0.4153" charge=+1 homo_lumo_gap_ev="7.0 / 5.9" mol_weight_g_mol=165.22
C 1.47 -2.74 -0.10 -0.322
C 0.14 -0.77 0.08 -0.277
C 0.50 -0.94 -2.21 -0.121
C 0.44 1.30 -1.42 -0.031
C 0.91 -0.03 -1.17 -0.174
C -1.16 1.18 3.04 -0.084
C -0.81 0.15 0.76 -0.123
C -0.24 0.24 2.16 -0.212
N 0.43 -1.89 0.42 0.156
N 1.67 -2.84 -1.31 0.152
N -0.31 1.70 -2.45 0.236
N -0.11 -1.05 -3.22 0.225
H 2.07 -3.40 0.64 0.145
H 0.73 2.13 -0.77 0.165
H 2.01 -0.12 -0.73 0.231
H -0.88 2.26 3.21 0.077
H -1.26 0.82 4.11 0.084
H -2.25 1.20 2.64 0.090
H -1.93 -0.21 0.91 0.187
H -0.88 1.00 0.19 0.052
H 0.69 0.66 2.23 0.085
H -0.12 -0.61 2.67 0.068
H -0.46 2.69 -2.59 0.149
H -0.37 1.07 -3.25 0.117
H -0.29 -1.82 -3.85 0.125

***

<B>
25
Properties=species:S:1:pos:R:3:lowdin_charge:R:1 method="wB97M-V/def2-TZVPD" homo_energy_ha=-0.4544 charge=+1 homo_lumo_gap_ev=7.1 mol_weight_g_mol=165.22
C -1.00 -0.05 3.61 -0.107
C 0.12 -0.55 3.02 -0.040
C -1.69 -1.10 1.88 -0.148
C 0.67 -1.91 -0.21 0.006
C -0.83 -0.11 -0.81 0.040
C 1.47 1.90 -1.73 -0.095
C -0.91 1.05 -1.68 -0.210
C 0.28 1.42 -2.56 -0.251
N -2.10 -0.42 2.89 0.095
N -0.31 -1.19 1.88 -0.089
N 0.50 -1.97 1.11 0.152
N 0.18 -0.97 -1.02 0.053
H -1.09 0.53 4.50 0.112
H 1.16 -0.49 3.28 0.117
H 1.32 -2.66 -0.64 0.170
H -2.31 -1.54 1.13 0.120
H 2.35 2.02 -2.36 0.080
H 1.71 1.21 -0.93 0.060
H 1.25 2.87 -1.28 0.084
H -1.82 0.86 -2.28 0.143
H -1.21 1.89 -1.05 0.136
H 0.58 0.58 -3.19 0.098
H -0.02 2.23 -3.23 0.118
H 1.06 -2.65 1.62 0.195
H 0.63 -0.96 -1.95 0.162

***

Most favorable structure: <B>. The second most favorable one is 0.0889 hartree above it.

***

<A>
17
Properties=species:S:1:pos:R:3:lowdin_charge:R:1 method="wB97M-V/def2-TZVPD" homo_energy_ha=-0.3238 homo_lumo_gap_ev=9.5 mol_weight_g_mol=146.15
C 2.97 -0.13 -0.02 -0.111
C 2.32 0.97 0.31 -0.136
C 0.94 0.95 0.24 -0.018
C 0.30 -0.26 -0.05 -0.310
C -1.22 -0.22 0.05 -0.262
N -2.02 -1.20 0.52 0.152
C -3.25 -0.73 0.24 -0.146
C -3.15 0.52 -0.30 -0.093
O -1.82 0.87 -0.44 0.052
N 0.83 -1.34 -0.30 0.148
C 2.24 -1.28 -0.25 -0.057
H 4.10 0.06 -0.14 0.139
H 2.84 2.01 0.39 0.149
H 0.35 1.99 0.57 0.180
H -4.03 -1.17 0.54 0.038
H -4.06 1.19 -0.82 0.178
H 2.67 -2.22 -0.55 0.095

***

<B>
17
Properties=species:S:1:pos:R:3:lowdin_charge:R:1 method="wB97M-V/def2-TZVPD" homo_energy_ha=-0.3050 homo_lumo_gap_ev=8.4 mol_weight_g_mol=146.15
O 0.19 -1.67 2.16 0.030
C 0.25 -0.58 1.58 -0.347
C 0.39 0.67 2.21 -0.012
C 0.15 1.89 1.51 -0.122
N -0.05 1.97 0.19 0.068
C -0.06 0.82 -0.54 -0.219
C -0.48 0.90 -1.97 0.046
C -0.42 -0.29 -2.64 -0.077
C -0.11 -1.45 -1.98 -0.095
C 0.10 -1.60 -0.69 -0.043
N 0.10 -0.44 0.00 0.107
H 0.44 0.75 3.29 0.103
H 0.18 2.81 2.05 0.097
H -0.85 1.87 -2.41 0.132
H -0.55 -0.28 -3.65 0.082
H -0.36 -2.34 -2.60 0.135
H 0.29 -2.46 -0.16 0.115

***

Most favorable structure: <B>. The second most favorable one is 0.0715 hartree above it.

***

<A>
150
Properties=species:S:1:pos:R:3:lowdin_charge:R:1 method="wB97M-V/def2-TZVPD" homo_energy_ha=-0.3123 homo_lumo_gap_ev=9.0 mol_weight_g_mol=801.21
C -2.09 -0.62 -4.96 -0.103
O -2.98 0.38 -4.56 -0.226
C -3.88 0.88 -5.51 -0.203
C -4.99 1.68 -4.82 -0.408
C -4.44 2.99 -4.26 -0.072
N -5.56 0.90 -3.73 0.047
H -1.47 -0.88 -4.09 0.074
H -1.44 -0.40 -5.80 0.092
H -2.63 -1.57 -5.13 0.095
H -3.33 1.54 -6.19 0.129
H -4.34 0.11 -6.14 0.128
H -5.79 1.85 -5.53 0.129
H -5.22 3.53 -3.70 0.071
H -4.28 3.75 -5.05 0.075
H -3.51 3.01 -3.70 0.078
H -4.98 0.09 -3.52 0.056
H -5.73 1.38 -2.86 0.044
C -1.42 -10.83 -2.61 -0.118
O -2.44 -10.94 -1.65 -0.200
C -2.37 -10.06 -0.54 -0.187
C -2.79 -8.62 -0.99 -0.425
C -2.75 -7.70 0.27 -0.064
N -4.13 -8.65 -1.52 0.041
H -1.14 -11.82 -2.95 0.087
H -0.52 -10.38 -2.18 0.072
H -1.62 -10.13 -3.43 0.087
H -3.12 -10.52 0.11 0.132
H -1.37 -9.98 -0.10 0.107
H -2.05 -8.16 -1.65 0.128
H -1.88 -7.93 0.88 0.059
H -3.63 -7.78 0.90 0.076
H -2.62 -6.67 -0.07 0.066
H -4.23 -9.37 -2.22 0.070
H -4.79 -8.73 -0.76 0.068
C -0.52 0.25 3.17 -0.127
O 0.84 0.07 3.51 -0.189
C 1.35 1.01 4.44 -0.195
C 2.76 0.59 4.92 -0.419
C 3.44 1.69 5.73 -0.061
N 3.54 0.10 3.76 0.040
H -1.01 1.18 2.84 0.052
H -1.10 0.18 4.11 0.091
H -0.70 -0.60 2.51 0.088
H 1.48 1.92 3.85 0.116
H 0.75 1.26 5.32 0.128
H 2.82 -0.27 5.60 0.134
H 3.70 2.62 5.23 0.057
H 4.35 1.26 6.15 0.079
H 2.74 1.91 6.53 0.080
H 3.66 0.85 3.09 0.067
H 3.06 -0.67 3.33 0.059
C -4.90 0.38 3.43 -0.087
O -4.99 1.57 2.66 -0.186
C -3.92 1.79 1.77 -0.206
C -4.24 3.08 0.99 -0.405
C -5.46 2.87 0.10 -0.063
N -3.06 3.45 0.17 0.046
H -4.91 -0.51 2.80 0.087
H -5.77 0.45 4.08 0.088
H -4.01 0.36 4.07 0.078
H -3.05 2.06 2.37 0.115
H -3.79 1.01 1.01 0.101
H -4.35 3.89 1.72 0.136
H -6.35 2.80 0.73 0.080
H -5.38 2.04 -0.61 0.060
H -5.65 3.67 -0.62 0.071
H -2.63 2.64 -0.29 0.031
H -3.46 4.10 -0.49 0.057
C 1.66 -4.61 0.84 -0.134
O 1.26 -5.55 -0.13 -0.174
C 1.06 -6.83 0.45 -0.205
C 2.19 -7.80 0.09 -0.444
C 2.36 -8.05 -1.39 -0.066
N 1.99 -9.04 0.85 0.038
H 1.80 -3.64 0.35 0.085
H 2.63 -4.76 1.33 0.091
H 0.89 -4.45 1.60 0.081
H 0.86 -6.81 1.52 0.124
H 0.13 -7.22 0.01 0.105
H 3.11 -7.30 0.40 0.140
H 3.18 -8.74 -1.59 0.076
H 2.64 -7.14 -1.92 0.079
H 1.47 -8.50 -1.84 0.068
H 2.77 -9.68 0.78 0.072
H 1.23 -9.56 0.42 0.058
C 7.08 4.61 -5.33 -0.109
O 6.70 5.01 -4.02 -0.196
C 5.27 4.93 -3.90 -0.211
C 4.90 5.59 -2.58 -0.430
C 3.41 5.97 -2.49 -0.071
N 5.62 6.85 -2.30 0.041
H 6.79 5.31 -6.11 0.087
H 6.65 3.64 -5.58 0.085
H 8.17 4.50 -5.29 0.088
H 4.82 5.52 -4.70 0.128
H 4.87 3.92 -3.86 0.123
H 5.10 4.85 -1.80 0.133
H 3.09 6.84 -3.06 0.079
H 3.10 6.18 -1.47 0.063
H 2.77 5.15 -2.83 0.067
H 6.58 6.71 -2.59 0.061
H 5.27 7.53 -2.98 0.068
C -2.26 -3.03 0.74 -0.118
O -2.71 -1.79 0.27 -0.204
C -2.50 -1.60 -1.14 -0.193
C -2.72 -0.09 -1.31 -0.168
N -1.70 0.69 -0.58 -0.058
C -0.34 0.37 -0.97 -0.200
C 0.64 1.18 -0.15 -0.207
O 1.94 1.15 -0.71 -0.161
C 2.07 2.06 -1.76 -0.123
H -1.18 -3.18 0.58 0.076
H -2.82 -3.86 0.30 0.085
H -2.28 -3.10 1.83 0.088
H -3.27 -2.16 -1.68 0.126
H -1.53 -1.98 -1.45 0.109
H -3.71 0.21 -0.96 0.100
H -2.62 0.17 -2.36 0.090
H -1.84 0.51 0.41 0.079
H -0.24 0.47 -2.05 0.120
H -0.07 -0.67 -0.72 0.115
H 0.68 0.63 0.80 0.110
H 0.30 2.20 0.06 0.113
H 2.94 1.98 -2.41 0.086
H 1.96 3.09 -1.39 0.070
H 1.25 1.98 -2.49 0.082
C 4.27 6.06 5.36 -0.139
O 3.93 6.60 4.13 -0.174
C 4.35 5.80 3.04 -0.208
C 3.56 6.13 1.80 -0.193
N 2.13 5.87 1.99 -0.050
C 1.73 4.53 1.55 -0.212
C 0.41 4.11 2.19 -0.207
O 0.46 4.41 3.57 -0.177
C -0.68 3.98 4.22 -0.149
H 5.37 6.12 5.51 0.089
H 4.02 5.02 5.59 0.072
H 3.95 6.68 6.20 0.088
H 4.07 4.76 3.27 0.112
H 5.44 5.87 2.96 0.128
H 3.89 5.56 0.93 0.109
H 3.56 7.18 1.49 0.117
H 1.86 5.85 2.97 0.090
H 2.46 3.75 1.79 0.116
H 1.55 4.61 0.47 0.105
H 0.32 3.02 2.15 0.089
H -0.43 4.60 1.67 0.127
H -0.75 4.06 5.31 0.092
H -0.91 2.91 4.15 0.058
H -1.63 4.52 4.06 0.094

***

<B>
150
Properties=species:S:1:pos:R:3:lowdin_charge:R:1 method="wB97M-V/def2-TZVPD" homo_energy_ha=-0.3053 homo_lumo_gap_ev=8.9 mol_weight_g_mol=801.21
C -3.96 -25.70 14.61 -0.110
O -3.98 -26.19 13.29 -0.212
C -4.50 -27.52 13.21 -0.199
C -4.22 -28.02 11.81 -0.427
C -2.76 -28.06 11.43 -0.050
N -4.93 -27.24 10.78 0.040
H -4.83 -26.01 15.19 0.089
H -3.87 -24.61 14.56 0.069
H -3.07 -26.06 15.15 0.092
H -3.88 -28.09 13.92 0.130
H -5.57 -27.51 13.39 0.128
H -4.70 -29.01 11.79 0.140
H -2.43 -27.03 11.36 0.058
H -2.64 -28.57 10.47 0.074
H -2.17 -28.66 12.13 0.082
H -5.93 -27.30 10.87 0.085
H -4.72 -26.25 10.93 0.042
C -0.13 -23.46 6.92 -0.079
O -1.39 -23.40 7.59 -0.173
C -2.04 -24.63 7.52 -0.248
C -3.31 -24.68 8.34 -0.404
C -2.97 -24.53 9.82 -0.047
N -3.95 -25.97 8.05 0.066
H 0.36 -24.37 7.29 0.058
H 0.42 -22.55 7.07 0.072
H -0.30 -23.56 5.84 0.091
H -2.23 -24.85 6.45 0.127
H -1.39 -25.44 7.89 0.119
H -3.99 -23.89 8.05 0.123
H -2.20 -25.19 10.22 0.074
H -3.83 -24.72 10.47 0.056
H -2.70 -23.48 9.97 0.069
H -4.24 -26.48 8.87 0.020
H -3.31 -26.60 7.56 0.035
C 2.13 -19.59 14.91 -0.107
O 0.85 -19.91 14.39 -0.183
C 0.90 -20.14 13.00 -0.248
C -0.38 -20.80 12.58 -0.437
C -0.56 -22.23 13.12 -0.052
N -0.49 -20.75 11.11 0.038
H 1.99 -19.07 15.87 0.084
H 2.64 -18.89 14.24 0.087
H 2.67 -20.50 15.17 0.088
H 0.99 -19.18 12.47 0.126
H 1.79 -20.70 12.69 0.115
H -1.21 -20.21 12.99 0.133
H 0.34 -22.81 12.93 0.068
H -1.40 -22.68 12.59 0.054
H -0.72 -22.16 14.20 0.075
H -1.29 -21.30 10.81 0.048
H 0.32 -21.29 10.76 0.017
C 1.23 -26.57 8.96 -0.075
O 2.55 -26.95 9.30 -0.186
C 3.12 -26.37 10.42 -0.238
C 2.36 -26.61 11.72 -0.450
C 3.11 -25.98 12.88 -0.080
N 2.14 -28.03 11.99 0.053
H 0.99 -26.99 7.99 0.087
H 1.20 -25.47 8.92 0.072
H 0.57 -26.83 9.80 0.076
H 4.11 -26.83 10.56 0.132
H 3.34 -25.30 10.25 0.115
H 1.39 -26.10 11.67 0.130
H 4.09 -26.43 13.07 0.080
H 2.61 -26.09 13.84 0.077
H 3.24 -24.90 12.78 0.070
H 1.36 -28.34 11.41 0.062
H 2.91 -28.59 11.63 0.078
C 3.83 -24.32 7.15 -0.109
O 2.85 -23.49 7.71 -0.206
C 3.43 -22.31 8.23 -0.216
C 2.42 -21.50 9.01 -0.425
C 3.03 -20.17 9.43 -0.050
N 1.90 -22.22 10.19 0.049
H 3.37 -25.16 6.61 0.079
H 4.49 -24.77 7.90 0.090
H 4.40 -23.83 6.35 0.093
H 4.20 -22.59 8.97 0.132
H 3.87 -21.71 7.42 0.134
H 1.55 -21.29 8.39 0.130
H 3.97 -20.30 9.97 0.083
H 2.30 -19.68 10.07 0.070
H 3.21 -19.55 8.55 0.082
H 2.70 -22.49 10.77 0.085
H 1.55 -23.11 9.83 0.074
C 0.89 -26.46 4.62 -0.122
O -0.18 -27.11 5.24 -0.213
C -0.72 -28.20 4.52 -0.208
C -2.07 -28.49 5.10 -0.427
C -1.94 -28.90 6.59 -0.064
N -2.75 -29.54 4.31 0.034
H 1.39 -25.78 5.31 0.064
H 0.61 -25.95 3.69 0.095
H 1.70 -27.17 4.38 0.095
H -0.77 -27.91 3.47 0.128
H -0.03 -29.06 4.61 0.134
H -2.69 -27.59 5.10 0.136
H -2.88 -29.16 7.06 0.076
H -1.56 -28.03 7.14 0.053
H -1.20 -29.70 6.64 0.082
H -3.73 -29.51 4.59 0.069
H -2.49 -30.45 4.68 0.067
C -2.91 -20.12 2.26 -0.113
O -2.29 -21.14 3.02 -0.190
C -2.42 -20.97 4.42 -0.225
C -3.84 -20.77 4.92 -0.215
N -4.79 -21.79 4.54 -0.048
C -4.43 -23.13 4.98 -0.210
C -5.57 -24.08 4.67 -0.207
O -5.47 -24.32 3.27 -0.215
C -6.24 -25.42 2.83 -0.111
H -3.99 -20.28 2.22 0.079
H -2.51 -20.17 1.25 0.087
H -2.70 -19.13 2.68 0.091
H -1.83 -20.09 4.72 0.123
H -1.92 -21.85 4.83 0.104
H -4.22 -19.80 4.58 0.109
H -3.78 -20.68 6.01 0.122
H -4.93 -21.80 3.54 0.100
H -4.12 -23.04 6.02 0.104
H -3.61 -23.59 4.41 0.124
H -6.54 -23.57 4.77 0.124
H -5.53 -25.00 5.27 0.114
H -7.31 -25.16 2.87 0.087
H -6.00 -26.31 3.41 0.082
H -5.99 -25.54 1.78 0.086
C -4.58 -22.13 12.48 -0.116
O -5.82 -21.61 12.85 -0.156
C -6.00 -21.53 14.23 -0.259
C -7.30 -20.84 14.56 -0.213
N -7.27 -19.42 14.23 -0.062
C -8.52 -18.76 14.42 -0.229
C -8.31 -17.25 14.40 -0.239
O -7.83 -16.90 13.12 -0.196
C -7.81 -15.51 12.91 -0.124
H -3.70 -21.55 12.80 0.083
H -4.47 -22.17 11.40 0.083
H -4.43 -23.13 12.92 0.074
H -5.17 -21.03 14.74 0.130
H -6.00 -22.52 14.73 0.121
H -7.44 -20.90 15.65 0.120
H -8.15 -21.34 14.08 0.123
H -6.79 -19.16 13.38 0.115
H -8.91 -18.94 15.43 0.122
H -9.28 -18.99 13.67 0.124
H -7.62 -16.94 15.20 0.125
H -9.26 -16.73 14.58 0.119
H -8.81 -15.07 13.03 0.086
H -7.47 -15.33 11.89 0.086
H -7.12 -15.02 13.61 0.089

***

Most favorable structure: <B>. The second most favorable one is 0.0791 hartree above it.